C19H19NO6 | ωB97M-V with the def2-TZVPD basis set

The energy above the lowest of the compared OMol25 structures with the same formula, charge and spin is 1623.15 kJ/mol. As for the HOMO-LUMO gap: 0.2586 hartree. As for the LUMO energy: -0.83 eV. The calculation puts the total energy at -1241.0821 Ha. As for the molecular weight: 357.36 g mol⁻¹.

Each line ends with the Löwdin charge.
Positions of all 45 atoms, in Å:
C  -6.2008  -1.5022  4.1644  -0.217
H  -7.0049  -1.0748  4.9657  0.167
O  -5.2010  -0.7507  4.2890  -0.071
C  -4.0328  -0.9045  3.4609  -0.242
C  -4.0165  -1.6818  2.4819  -0.043
C  -2.7494  -2.0375  1.6596  0.042
C  -1.5053  -1.3235  1.8997  -0.011
C  -1.7871  -0.2611  2.7539  -0.214
C  -2.8904  -0.0867  3.5126  0.085
H  -2.8794  0.6402  4.4197  0.180
C  -0.5971  0.4036  2.9643  -0.252
O  -0.7207  1.6685  3.4209  0.026
C  0.8306  0.1562  2.9266  -0.048
C  1.4792  0.6851  1.7572  -0.147
O  1.9834  1.9443  1.9226  0.036
C  1.6005  0.1165  0.3868  -0.486
O  1.0501  -0.8589  0.2877  0.174
N  2.1362  0.9858  -0.4789  0.196
C  2.0718  0.8061  -1.9021  -0.061
C  1.8185  -0.3520  -2.5964  0.057
C  1.9397  -0.2614  -4.0253  -0.318
C  2.7894  0.5255  -4.6965  -0.015
C  3.1232  1.6543  -3.9673  -0.012
C  3.0540  1.7339  -2.5586  -0.167
O  3.1403  2.9696  -1.9531  -0.162
C  3.9891  3.9435  -2.3233  -0.185
H  4.3636  4.7887  -1.4428  0.148
H  3.3393  4.3820  -3.2023  0.109
H  5.1286  3.5802  -2.8146  0.148
H  3.7054  2.5054  -4.3786  0.108
H  2.7321  0.5518  -5.7536  0.120
O  1.4871  -1.2569  -4.7915  -0.062
C  0.7901  -2.4630  -4.1153  0.049
H  0.6318  -3.0100  -4.8657  0.006
H  -0.0575  -2.0041  -3.6465  0.093
H  1.3273  -3.0933  -3.4395  0.094
H  1.0947  -0.8908  -2.0923  0.077
H  2.5611  1.6624  -0.0365  0.062
H  0.7834  -1.1234  2.5113  0.207
H  1.4742  -0.0541  3.6510  0.094
H  -0.7925  -1.5244  1.3433  -0.006
H  -2.6590  -3.0084  0.7940  0.174
H  -4.7426  -2.5020  2.2049  0.130
H  -6.5530  -1.2117  3.1658  0.102
H  -6.0348  -2.4665  4.1370  0.037